Entry 1:
The following is a quantum chemistry calculation of a cluster of 2 separate species, C30H35B2N3O4S2 in total in a non-equilibrium geometry, from the Open Molecules 2025 dataset.

Geometry as XYZ:
```
76
C30H35B2N3O4S2 (ωB97M-V with the def2-TZVPD basis set)
C 0.15 3.36 -2.18
C 0.40 2.32 -3.31
O -0.30 1.10 -3.09
B -1.64 1.12 -3.49
O -2.00 1.49 -4.76
C -2.78 0.68 -2.48
C -3.73 1.62 -2.17
C -4.77 1.30 -1.32
C -4.86 0.04 -0.77
C -3.90 -0.89 -1.09
C -2.85 -0.60 -1.94
C -1.79 -1.62 -2.24
C -0.58 -1.36 -1.26
C -0.98 -1.36 0.23
O -0.57 -0.14 -0.63
S -4.11 -2.48 -0.30
C -4.66 -1.92 1.30
C -4.21 -2.54 2.43
C -4.62 -2.08 3.67
S -4.10 -2.75 5.23
C -5.49 -1.02 3.71
C -5.95 -0.39 2.57
B -6.92 0.86 2.77
C -8.20 1.21 1.91
O -6.62 1.70 3.81
C -5.53 -0.85 1.32
N -5.93 -0.30 0.09
H 1.08 3.57 -1.65
H -0.24 4.27 -2.65
H -0.63 2.98 -1.52
H 0.16 2.78 -4.28
H 1.48 2.11 -3.32
H -1.22 1.34 -5.31
H -3.68 2.63 -2.58
H -5.52 2.04 -1.07
H -2.12 -2.62 -2.00
H -1.38 -1.51 -3.25
H 0.37 -1.81 -1.52
H -1.88 -0.85 0.55
H -0.18 -1.12 0.95
H -3.54 -3.39 2.40
H -2.92 -3.31 4.89
H -5.82 -0.65 4.67
H -8.71 2.03 2.42
H -8.93 0.40 1.86
H -7.98 1.59 0.90
H -5.66 1.73 3.89
H -6.48 0.55 0.20
C 1.73 -3.28 0.67
N 2.92 -2.42 0.51
C 2.75 -1.15 0.10
C 3.83 -0.30 -0.02
C 5.11 -0.75 0.29
C 5.25 -2.08 0.70
C 4.15 -2.89 0.80
C 6.29 0.14 0.23
C 7.08 0.36 1.35
C 8.20 1.16 1.27
N 8.55 1.74 0.11
C 7.79 1.56 -0.99
C 6.66 0.78 -0.96
C 9.78 2.56 0.01
H 1.21 -3.30 -0.28
H 1.10 -2.83 1.44
H 2.02 -4.28 0.96
H 1.74 -0.82 -0.12
H 3.66 0.72 -0.34
H 6.23 -2.49 0.93
H 4.22 -3.92 1.11
H 6.83 -0.08 2.31
H 8.83 1.35 2.12
H 8.12 2.05 -1.90
H 6.09 0.64 -1.87
H 9.51 3.55 -0.35
H 10.46 2.07 -0.68
H 10.24 2.63 0.99
```

Values from the calculation:
M   587.4 g mol⁻¹
Largest force on an atom   4.01 eV Å⁻¹
Net charge   +2
LUMO energy   -7.6665 eV


Entry 2:
The following is a quantum chemistry calculation of a structure of composition C30H35FeN7O4S in a non-equilibrium geometry, from the Open Molecules 2025 dataset.

Geometry as XYZ:
```
78
C30H35FeN7O4S (ωB97M-V with the def2-TZVPD basis set)
Fe 0.24 -0.10 -0.39
N -0.59 1.85 1.19
C -1.24 2.94 0.48
C -2.13 2.39 -0.64
N -1.41 1.40 -1.43
H -1.22 1.33 1.79
H 0.19 2.17 1.75
H -0.46 3.54 0.02
H -1.84 3.59 1.11
H -2.49 3.24 -1.23
H -3.01 1.90 -0.21
H -0.59 1.81 -1.88
H -1.96 0.96 -2.15
C -1.38 0.72 4.77
O -2.06 0.33 3.57
C -3.00 -0.64 3.76
C -4.28 -0.28 4.14
C -5.25 -1.25 4.33
C -4.92 -2.59 4.13
C -3.64 -2.94 3.74
C -2.66 -1.97 3.55
N -1.34 -2.35 3.25
C -0.56 -1.58 2.32
N 0.60 -1.22 2.88
C 1.67 -0.42 2.39
C 1.79 -0.02 1.06
C 2.88 0.84 0.82
C 3.77 1.27 1.80
C 3.64 0.81 3.10
C 2.59 -0.04 3.38
O 2.40 -0.53 4.67
C 3.41 -1.44 5.08
N -0.93 -1.29 1.14
C -2.08 -1.92 0.60
C -3.12 -1.14 0.11
C -4.28 -1.71 -0.37
C -4.42 -3.09 -0.40
C -3.38 -3.89 0.04
C -2.21 -3.32 0.52
O -1.22 -4.16 0.97
C -0.04 -4.17 0.14
H -2.06 1.20 5.47
H -0.59 1.42 4.48
H -0.92 -0.15 5.26
H -4.50 0.77 4.28
H -6.25 -0.97 4.63
H -5.67 -3.36 4.27
H -3.40 -3.98 3.55
H -1.25 -3.34 3.04
H 0.67 -1.44 3.86
H 3.04 1.21 -0.19
H 4.58 1.96 1.55
H 4.31 1.11 3.89
H 3.19 -1.73 6.11
H 4.40 -0.99 5.03
H 3.40 -2.34 4.45
H -2.98 -0.06 0.13
H -5.08 -1.08 -0.74
H -5.33 -3.55 -0.78
H -3.44 -4.97 -0.02
H 0.72 -4.73 0.69
H 0.33 -3.17 -0.06
H -0.25 -4.66 -0.81
S -0.36 -1.43 -2.60
C -1.14 -2.91 -2.62
N -1.67 -3.95 -2.68
O 1.35 1.18 -1.82
N 2.36 0.68 -2.37
C 3.13 1.41 -3.18
C 4.25 0.87 -3.78
C 4.59 -0.45 -3.54
C 3.78 -1.18 -2.71
C 2.67 -0.60 -2.13
H 2.80 2.43 -3.30
H 4.85 1.49 -4.43
H 5.46 -0.89 -4.01
H 4.00 -2.22 -2.50
H 1.98 -1.10 -1.44
```

Values from the calculation:
⟨S²⟩   0.772
M   645.6 g mol⁻¹
2S+1   2
Largest force on an atom   2.24 eV Å⁻¹
Net charge   -1
LUMO energy (alpha / beta)   2.6940 / 2.6938 eV


Repeat the first record exactly.
The following is a quantum chemistry calculation of a cluster of 2 separate species, C30H35B2N3O4S2 in total in a non-equilibrium geometry, from the Open Molecules 2025 dataset.

Geometry as XYZ:
```
76
C30H35B2N3O4S2 (ωB97M-V with the def2-TZVPD basis set)
C 0.15 3.36 -2.18
C 0.40 2.32 -3.31
O -0.30 1.10 -3.09
B -1.64 1.12 -3.49
O -2.00 1.49 -4.76
C -2.78 0.68 -2.48
C -3.73 1.62 -2.17
C -4.77 1.30 -1.32
C -4.86 0.04 -0.77
C -3.90 -0.89 -1.09
C -2.85 -0.60 -1.94
C -1.79 -1.62 -2.24
C -0.58 -1.36 -1.26
C -0.98 -1.36 0.23
O -0.57 -0.14 -0.63
S -4.11 -2.48 -0.30
C -4.66 -1.92 1.30
C -4.21 -2.54 2.43
C -4.62 -2.08 3.67
S -4.10 -2.75 5.23
C -5.49 -1.02 3.71
C -5.95 -0.39 2.57
B -6.92 0.86 2.77
C -8.20 1.21 1.91
O -6.62 1.70 3.81
C -5.53 -0.85 1.32
N -5.93 -0.30 0.09
H 1.08 3.57 -1.65
H -0.24 4.27 -2.65
H -0.63 2.98 -1.52
H 0.16 2.78 -4.28
H 1.48 2.11 -3.32
H -1.22 1.34 -5.31
H -3.68 2.63 -2.58
H -5.52 2.04 -1.07
H -2.12 -2.62 -2.00
H -1.38 -1.51 -3.25
H 0.37 -1.81 -1.52
H -1.88 -0.85 0.55
H -0.18 -1.12 0.95
H -3.54 -3.39 2.40
H -2.92 -3.31 4.89
H -5.82 -0.65 4.67
H -8.71 2.03 2.42
H -8.93 0.40 1.86
H -7.98 1.59 0.90
H -5.66 1.73 3.89
H -6.48 0.55 0.20
C 1.73 -3.28 0.67
N 2.92 -2.42 0.51
C 2.75 -1.15 0.10
C 3.83 -0.30 -0.02
C 5.11 -0.75 0.29
C 5.25 -2.08 0.70
C 4.15 -2.89 0.80
C 6.29 0.14 0.23
C 7.08 0.36 1.35
C 8.20 1.16 1.27
N 8.55 1.74 0.11
C 7.79 1.56 -0.99
C 6.66 0.78 -0.96
C 9.78 2.56 0.01
H 1.21 -3.30 -0.28
H 1.10 -2.83 1.44
H 2.02 -4.28 0.96
H 1.74 -0.82 -0.12
H 3.66 0.72 -0.34
H 6.23 -2.49 0.93
H 4.22 -3.92 1.11
H 6.83 -0.08 2.31
H 8.83 1.35 2.12
H 8.12 2.05 -1.90
H 6.09 0.64 -1.87
H 9.51 3.55 -0.35
H 10.46 2.07 -0.68
H 10.24 2.63 0.99
```

Values from the calculation:
M   587.4 g mol⁻¹
Largest force on an atom   4.01 eV Å⁻¹
Net charge   +2
LUMO energy   -7.6665 eV


What is the formula in the second record?
C30H35FeN7O4S